Record 1
This record from the OMol25 dataset describes 3 unconnected molecules or ions with the total composition C38H68N5O2. The level of theory is wB97M-V/def2-TZVPD.

Summary:
2S+1	1
F_max	5.08	eV/Å
calculated total energy	-1912.379153	Ha
net charge	+1
HOMO-LUMO gap	7.9	eV

Each line ends with the Löwdin charge.
Element x y z (Å)
1 C 7.670 -3.484 1.359  -0.139
2 C 6.807 -2.440 2.226  -0.265
3 C 7.731 -1.332 2.990  -0.218
4 C 7.898 -0.072 1.980  -0.215
5 C 6.525 0.798 2.128  -0.217
6 C 6.426 1.725 0.814  -0.207
7 C 4.945 1.727 0.132  -0.210
8 C 3.785 2.168 1.147  -0.218
9 C 2.289 2.054 0.567  -0.213
10 C 2.142 2.330 -1.011  -0.190
11 C 0.876 3.310 -1.344  -0.200
12 C -0.437 2.515 -1.819  -0.187
13 C -1.678 2.991 -0.876  -0.198
14 C -2.914 1.977 -1.057  -0.141
15 C -2.759 0.699 -0.058  -0.226
16 C -4.015 -0.253 -0.345  -0.116
17 O -3.867 -1.499 0.376  -0.135
18 C -3.297 -1.318 1.691  -0.250
19 C -3.969 -2.474 2.624  -0.097
20 C -3.145 -3.862 2.578  -0.091
21 C -2.741 -4.329 1.106  -0.332
22 O -3.628 -4.434 0.204  0.058
23 N -1.342 -4.671 0.680  0.040
24 C -1.070 -4.187 -0.693  -0.192
25 C -0.659 -5.120 -1.882  0.001
26 C -0.364 -4.485 -3.290  -0.058
27 C -0.444 -2.966 -3.582  -0.064
28 C -0.858 -2.043 -2.408  -0.060
29 C -1.138 -2.666 -1.025  -0.023
30 C -3.478 0.165 2.308  -0.196
31 N -2.717 0.181 3.598  -0.060
32 C -3.572 0.591 4.755  -0.222
33 C -2.622 0.482 6.078  -0.206
34 C -1.304 1.369 5.756  -0.135
35 N -2.702 1.107 1.386  0.125
36 H 7.789 -4.455 1.946  0.068
37 H 7.179 -3.758 0.356  0.072
38 H 8.720 -3.047 1.157  0.079
39 H 6.165 -3.005 3.000  0.104
40 H 6.101 -1.875 1.506  0.094
41 H 7.091 -0.971 3.876  0.101
42 H 8.720 -1.772 3.347  0.106
43 H 8.013 -0.511 0.917  0.106
44 H 8.827 0.569 2.225  0.118
45 H 6.721 1.513 3.014  0.120
46 H 5.614 0.129 2.281  0.094
47 H 6.804 2.781 1.025  0.111
48 H 7.143 1.274 0.027  0.103
49 H 4.694 0.699 -0.294  0.121
50 H 5.007 2.548 -0.682  0.105
51 H 3.945 3.209 1.619  0.122
52 H 3.840 1.431 2.040  0.100
53 H 1.804 1.064 0.864  0.099
54 H 1.673 2.879 1.100  0.098
55 H 3.043 2.823 -1.501  0.099
56 H 1.883 1.319 -1.500  0.109
57 H 1.205 3.957 -2.245  0.113
58 H 0.678 4.059 -0.494  0.108
59 H -0.327 1.378 -1.769  0.086
60 H -0.704 2.789 -2.908  0.126
61 H -1.318 3.040 0.213  0.099
62 H -2.062 4.037 -1.179  0.128
63 H -2.877 1.615 -2.155  0.139
64 H -3.945 2.446 -0.906  0.105
65 H -1.795 0.172 -0.405  0.147
66 H -3.967 -0.521 -1.469  0.162
67 H -5.032 0.243 -0.164  0.147
68 H -2.157 -1.539 1.738  0.158
69 H -3.927 -2.114 3.720  0.108
70 H -5.083 -2.624 2.385  0.142
71 H -2.239 -3.835 3.297  0.126
72 H -3.871 -4.666 2.983  0.137
73 H -1.339 -5.714 0.677  0.133
74 H -0.547 -6.250 -1.738  0.094
75 H -0.065 -5.161 -4.167  0.084
76 H -0.227 -2.467 -4.586  0.029
77 H -0.966 -0.899 -2.509  0.075
78 H -1.408 -1.966 -0.171  0.052
79 H -4.571 0.484 2.425  0.186
80 H -2.224 -0.708 3.756  0.111
81 H -4.456 -0.135 4.800  0.115
82 H -3.880 1.686 4.635  0.126
83 H -3.175 0.806 7.019  0.115
84 H -2.266 -0.613 6.102  0.108
85 H -1.663 2.322 5.207  0.076
86 H -0.777 1.620 6.743  0.082
87 H -0.588 0.851 5.017  0.071
88 H -3.002 2.093 1.468  0.167
89 H -1.708 1.051 1.695  0.187
90 C 1.997 -3.122 -9.169  -0.109
91 C 1.359 -4.203 -8.306  -0.265
92 C -0.107 -3.917 -7.973  -0.184
93 C -0.268 -2.709 -7.159  -0.210
94 N -0.391 -1.754 -6.528  0.148
95 H 2.013 -2.156 -8.658  0.073
96 H 3.029 -3.389 -9.405  0.075
97 H 1.454 -3.003 -10.111  0.079
98 H 1.938 -4.316 -7.383  0.112
99 H 1.417 -5.158 -8.836  0.111
100 H -0.520 -4.771 -7.425  0.117
101 H -0.688 -3.823 -8.895  0.125
102 C -5.274 4.392 0.972  -0.129
103 C -5.884 5.734 1.354  -0.257
104 C -5.648 6.818 0.301  -0.188
105 C -4.225 7.132 0.138  -0.233
106 N -3.106 7.366 0.006  0.148
107 H -4.186 4.457 0.879  0.056
108 H -5.498 3.645 1.739  0.066
109 H -5.681 4.034 0.021  0.076
110 H -5.478 6.053 2.319  0.117
111 H -6.962 5.607 1.490  0.114
112 H -6.181 7.726 0.600  0.124
113 H -6.071 6.505 -0.659  0.124

***

Record 2
This record from the OMol25 dataset describes a molecular structure, C38H69Br2NNbO7. The level of theory is wB97M-V/def2-TZVPD.

Summary:
2S+1	1
F_max	8.51	eV/Å
calculated total energy	-7274.964732	Ha
net charge	-1
HOMO-LUMO gap	6.4	eV

Each line ends with the Löwdin charge.
Element x y z (Å)
1 C -1.800 2.156 4.793  -0.140
2 C -0.156 2.016 4.512  -0.373
3 O 0.360 2.773 3.424  -0.446
4 Nb 1.105 1.807 1.728  1.853
5 C 1.862 0.759 -0.121  -0.386
6 C 3.254 1.171 -0.800  -0.316
7 C 4.634 0.572 -0.142  -0.214
8 C 4.694 -1.056 0.011  -0.180
9 C 3.887 -1.906 -1.134  -0.155
10 O 4.676 -3.162 -1.362  -0.140
11 C 4.209 -4.227 -0.457  -0.292
12 C 4.851 -4.620 1.000  -0.030
13 O 3.176 -4.976 -0.890  -0.035
14 C -0.155 -0.110 2.058  -0.340
15 O 0.667 -1.306 2.335  -0.209
16 C -0.239 -2.332 2.946  -0.266
17 C 0.260 -3.206 4.278  -0.031
18 O -1.466 -2.612 2.439  -0.073
19 C 2.354 3.716 1.429  -0.339
20 O 1.539 4.970 1.557  -0.256
21 C 1.861 5.685 2.798  -0.169
22 C 3.317 6.296 3.240  -0.019
23 C 3.566 7.083 4.695  -0.082
24 C 2.309 7.275 5.739  -0.107
25 C 0.811 6.724 5.312  -0.076
26 C 0.609 5.949 3.876  0.008
27 C 2.943 0.937 2.792  -0.234
28 C 2.825 0.613 4.362  -0.340
29 O 2.303 -0.576 4.776  -0.110
30 N 3.305 1.501 5.530  -0.179
31 C 4.682 0.893 5.867  -0.128
32 C 3.500 2.934 5.097  -0.147
33 C -0.717 2.632 0.607  -0.678
34 Br -2.593 2.367 1.376  0.558
35 C -0.720 3.349 -0.687  -0.741
36 C -2.142 3.899 -1.378  -0.208
37 Br 0.935 3.684 -1.717  0.679
38 H -1.984 2.208 5.958  0.071
39 H -2.411 1.239 4.399  0.056
40 H -2.124 3.194 4.358  0.055
41 H 0.313 2.487 5.509  0.123
42 H 0.075 0.878 4.598  0.092
43 H 1.008 0.842 -0.951  0.046
44 H 1.905 -0.408 0.131  0.057
45 H 3.230 0.690 -1.899  0.100
46 H 3.448 2.309 -1.017  0.061
47 H 4.962 1.064 0.866  0.089
48 H 5.498 0.851 -0.921  0.118
49 H 5.844 -1.356 -0.108  0.125
50 H 4.366 -1.479 1.051  0.100
51 H 3.812 -1.390 -2.182  0.139
52 H 2.863 -2.229 -0.667  0.129
53 H 5.659 -5.493 0.941  0.099
54 H 3.998 -5.050 1.711  0.104
55 H 5.345 -3.733 1.583  0.079
56 H -0.645 -0.310 0.987  0.065
57 H -1.059 0.045 2.784  0.056
58 H -0.430 -4.159 4.406  0.087
59 H 0.113 -2.546 5.236  0.088
60 H 1.384 -3.554 4.172  0.089
61 H 3.171 3.686 2.289  0.044
62 H 2.920 3.805 0.426  0.023
63 H 4.253 6.156 2.553  0.084
64 H 4.641 7.482 4.999  0.075
65 H 2.468 7.800 6.779  0.066
66 H -0.124 6.863 6.013  0.075
67 H -0.466 5.543 3.568  0.101
68 H 3.199 -0.062 2.219  0.055
69 H 3.881 1.662 2.649  0.050
70 H 4.548 -0.221 6.234  0.097
71 H 5.183 1.486 6.772  0.099
72 H 5.405 0.875 4.941  0.093
73 H 4.347 3.035 4.278  0.081
74 H 3.896 3.554 6.032  0.103
75 H 2.549 3.464 4.666  0.078
76 H -2.797 3.001 -1.807  0.081
77 H -2.737 4.573 -0.616  0.065
78 H -1.864 4.576 -2.302  0.058
79 C -0.718 -5.020 -3.488  -0.111
80 C -1.928 -4.103 -3.566  -0.273
81 C -1.580 -2.683 -4.020  -0.229
82 C -0.638 -1.910 -3.089  -0.219
83 C -1.126 -1.755 -1.646  -0.261
84 C -2.420 -0.965 -1.533  -0.102
85 H 0.010 -4.669 -2.751  0.068
86 H -1.028 -6.028 -3.194  0.069
87 H -0.220 -5.092 -4.460  0.074
88 H -2.437 -4.083 -2.597  0.102
89 H -2.643 -4.530 -4.280  0.091
90 H -2.510 -2.118 -4.148  0.084
91 H -1.119 -2.731 -5.015  0.107
92 H -0.473 -0.913 -3.517  0.109
93 H 0.344 -2.397 -3.077  0.099
94 H -0.349 -1.235 -1.072  0.078
95 H -1.250 -2.735 -1.176  0.106
96 H -2.304 0.037 -1.958  0.071
97 H -2.702 -0.855 -0.481  0.066
98 H -3.246 -1.465 -2.046  0.060
99 C -7.249 -0.187 -6.265  -0.118
100 C -7.038 -1.345 -5.303  -0.273
101 C -5.599 -1.867 -5.296  -0.231
102 C -5.106 -2.447 -6.628  -0.225
103 C -5.942 -3.601 -7.187  -0.274
104 C -5.960 -4.823 -6.283  -0.114
105 H -7.061 -0.481 -7.302  0.064
106 H -8.283 0.169 -6.203  0.068
107 H -6.590 0.651 -6.018  0.077
108 H -7.739 -2.152 -5.539  0.097
109 H -7.288 -1.006 -4.290  0.107
110 H -5.505 -2.625 -4.511  0.101
111 H -4.926 -1.050 -5.006  0.108
112 H -4.073 -2.791 -6.492  0.103
113 H -5.060 -1.651 -7.378  0.101
114 H -5.524 -3.893 -8.158  0.104
115 H -6.968 -3.272 -7.382  0.097
116 H -4.945 -5.196 -6.112  0.071
117 H -6.541 -5.626 -6.748  0.068
118 H -6.416 -4.603 -5.314  0.068

***

| no. | lowest unoccupied orbital energy (eV) |
| --- | --- |
| 1 | -2.30 |
| 2 | 1.15 |